ORCA calculation (ωB97M-V with the def2-TZVPD basis set) on a 13-piece molecular cluster, C42H114N4O26 overall at a distorted geometry.

The max |F| comes out at 3.27 eV/Å. Its net charge is 0. The value obtained for the relative energy (zero: lowest compared OMol25 entry of this formula, charge and spin) is 384.4 kJ/mol. The total energy is -104581.374 eV. As for the multiplicity: 1. The calculation puts the HOMO energy at -0.3112 hartree. The HOMO-LUMO gap is 8.4 eV.

Each atom is followed by the atoms it is bonded to, with distances in Å.
Geometry (Å):
1 O 0.224 6.170 -5.966  C35 1.452, H147 0.960
2 O 8.157 -1.875 -2.560  C46 1.353, C52 1.409
3 O 0.949 -0.742 -10.321  C58 1.427, H142 0.960
4 O 3.362 -2.506 11.231  C37 1.386, C48 1.429
5 O -10.183 6.050 2.321  C49 1.427, C65 1.448
6 O -9.015 0.671 -5.288  C68 1.420, H110 0.960
7 O -1.249 6.605 0.828  C36 1.428, H90 0.960
8 O 3.171 0.766 6.785  C32 1.359, C69 1.444
9 O 2.427 -6.653 -4.415  C44 1.366, H132 0.960
10 O -1.854 4.001 -6.007  C67 1.387, H87 0.960
11 O -6.979 1.921 3.734  C39 1.458, C40 1.467
12 O 10.402 3.911 -4.698  C31 1.418, C66 1.433
13 O 3.126 4.485 -1.547  C51 1.404, H181 0.960
14 O 1.815 -2.012 -6.927  C63 1.438, H89 0.960
15 O 0.617 0.178 -2.889  C42 1.359, H98 0.960
16 O -7.068 -0.074 -3.079  C55 1.380, H75 0.960
17 O 0.026 -7.235 -2.438  C38 1.434, H180 0.960
18 O 8.995 1.848 1.647  C61 1.430, H91 0.960
19 O -4.637 -5.495 3.888  C34 1.435, C54 1.389
20 O 3.695 4.058 -4.248  C57 1.401, H78 0.960
21 O -2.117 4.588 -1.061  C62 1.385, H173 0.960
22 O -1.903 -0.143 -0.889  C56 1.411, H106 0.960
23 O -5.920 -4.221 -5.030  C71 1.417, H120 0.960
24 O -4.366 -4.398 -7.522  C43 1.372, H182 0.960
25 O -0.570 -5.640 7.665  C59 1.389, C64 1.355
26 O 5.943 1.668 1.162  C60 1.366, H128 0.960
27 N -1.792 -5.867 4.845  C50 1.459, C53 1.462, H179 1.010
28 N -9.818 2.462 3.153  C33 1.500, C47 1.493, H109 1.010
29 N 2.963 0.033 9.890  C45 1.490, C70 1.472, H175 1.010
30 N 9.643 0.371 -3.621  C41 1.494, C72 1.458, H79 1.010
31 C 10.325 4.846 -5.763  O12 1.418, H92 1.090, H93 1.090, H138 1.090
32 C 2.032 0.658 6.050  O8 1.359, H80 1.090, H111 1.090, H117 1.090
33 C -9.058 1.367 2.464  N28 1.500, C40 1.531, H129 1.090, H174 1.090
34 C -3.548 -5.925 3.059  O19 1.435, C50 1.604, H95 1.090, H178 1.090
35 C -0.579 5.752 -7.101  O1 1.452, C67 1.509, H97 1.090, H156 1.090
36 C -2.127 6.816 -0.278  O7 1.428, C62 1.533, H169 1.090, H176 1.090
37 C 4.001 -2.265 10.024  O4 1.386, C70 1.574, H135 1.090, H171 1.090
38 C 1.443 -7.325 -2.236  O17 1.434, C44 1.542, H82 1.090, H170 1.090
39 C -5.524 1.848 3.679  O11 1.458, H77 1.090, H88 1.090, H144 1.090
40 C -7.552 1.634 2.414  O11 1.467, C33 1.531, H96 1.090, H140 1.090
41 C 10.032 1.813 -3.653  N30 1.494, C66 1.574, H100 1.090, H105 1.090
42 C 0.422 -0.518 -1.738  O15 1.359, C56 1.544, H76 1.090, H159 1.090
43 C -3.821 -4.087 -6.302  O24 1.372, C71 1.528, H115 1.090, H153 1.090
44 C 2.144 -7.683 -3.562  O9 1.366, C38 1.542, H126 1.090, H167 1.090
45 C 2.296 1.144 9.153  N29 1.490, C69 1.578, H148 1.090, H163 1.090
46 C 7.483 -3.022 -2.311  O2 1.353, H73 1.090, H116 1.090, H186 1.090
47 C -10.064 3.643 2.272  N28 1.493, C65 1.515, H99 1.090, H119 1.090
48 C 4.093 -3.368 12.104  O4 1.429, H104 1.090, H112 1.090, H134 1.090
49 C -10.877 7.185 2.837  O5 1.427, H85 1.090, H94 1.090, H160 1.090
50 C -2.202 -5.236 3.595  N27 1.459, C34 1.604, H74 1.090, H154 1.090
51 C 3.865 5.457 -2.240  O13 1.404, C57 1.507, H124 1.090, H125 1.090
52 C 7.791 -1.269 -3.779  O2 1.409, C72 1.530, H155 1.090, H162 1.090
53 C -0.439 -5.548 5.296  N27 1.462, C64 1.557, H118 1.090, H139 1.090
54 C -5.883 -5.942 3.468  O19 1.389, H84 1.090, H131 1.090, H161 1.090
55 C -7.041 1.005 -3.939  O16 1.380, C68 1.464, H165 1.090, H168 1.090
56 C -1.063 -0.940 -1.695  O22 1.411, C42 1.544, H137 1.090, H164 1.090
57 C 4.554 4.689 -3.339  O20 1.401, C51 1.507, H122 1.090, H145 1.090
58 C 1.287 -0.596 -8.942  O3 1.427, C63 1.558, H114 1.090, H177 1.090
59 C -0.663 -6.334 8.864  O25 1.389, H151 1.090, H184 1.090, H185 1.090
60 C 6.597 2.226 2.224  O26 1.366, C61 1.546, H86 1.090, H152 1.090
61 C 7.994 2.826 1.941  O18 1.430, C60 1.546, H113 1.090, H143 1.090
62 C -2.929 5.519 -0.433  O21 1.385, C36 1.533, H107 1.090, H121 1.090
63 C 1.558 -2.008 -8.342  O14 1.438, C58 1.558, H102 1.090, H127 1.090
64 C -0.176 -6.368 6.593  O25 1.355, C53 1.557, H108 1.090, H130 1.090
65 C -10.589 4.850 3.023  O5 1.448, C47 1.515, H81 1.090, H146 1.090
66 C 9.976 2.583 -5.025  O12 1.433, C41 1.574, H103 1.090, H123 1.090
67 C -1.911 5.257 -6.593  O10 1.387, C35 1.509, H157 1.090, H172 1.090
68 C -8.326 1.535 -4.397  O6 1.420, C55 1.464, H83 1.090, H136 1.090
69 C 3.022 1.706 7.870  O8 1.444, C45 1.578, H101 1.090, H158 1.090
70 C 3.125 -1.254 9.194  N29 1.472, C37 1.574, H150 1.090, H166 1.090
71 C -4.642 -4.799 -5.227  O23 1.417, C43 1.528, H133 1.090, H183 1.090
72 C 8.223 0.194 -3.900  N30 1.458, C52 1.530, H141 1.090, H149 1.090
73 H 8.156 -3.676 -1.755  C46 1.090
74 H -1.435 -5.423 2.844  C50 1.090
75 H -7.086 -0.821 -3.681  O16 0.960
76 H 0.977 -1.449 -1.848  C42 1.090
77 H -5.096 0.909 3.326  C39 1.090
78 H 3.314 3.292 -3.813  O20 0.960
79 H 9.802 0.008 -2.692  N30 1.010
80 H 1.882 1.361 5.231  C32 1.090
81 H -11.634 4.858 3.332  C65 1.090
82 H 1.655 -8.108 -1.508  C38 1.090
83 H -8.382 2.551 -4.789  C68 1.090
84 H -6.590 -5.173 3.780  C54 1.090
85 H -11.929 6.909 2.766  C49 1.090
86 H 6.583 1.546 3.076  C60 1.090
87 H -1.664 4.162 -5.080  O10 0.960
88 H -5.171 2.528 2.904  C39 1.090
89 H 2.060 -2.909 -6.690  O14 0.960
90 H -0.559 6.001 0.543  O7 0.960
91 H 9.142 1.424 2.496  O18 0.960
92 H 10.544 5.889 -5.537  C31 1.090
93 H 9.315 4.820 -6.174  C31 1.090
94 H -10.649 8.095 2.281  C49 1.090
95 H -3.559 -7.011 2.959  C34 1.090
96 H -7.356 2.499 1.781  C40 1.090
97 H -0.065 5.039 -7.745  C35 1.090
98 H 0.729 -0.384 -3.659  O15 0.960
99 H -9.122 3.936 1.808  C47 1.090
100 H 11.043 1.935 -3.263  C41 1.090
101 H 2.515 2.637 7.618  C69 1.090
102 H 2.350 -2.469 -8.933  C63 1.090
103 H 10.699 2.199 -5.745  C66 1.090
104 H 3.548 -3.444 13.045  C48 1.090
105 H 9.340 2.241 -2.928  C41 1.090
106 H -2.751 -0.528 -1.121  O22 0.960
107 H -3.335 5.189 0.522  C62 1.090
108 H -0.703 -7.316 6.482  C64 1.090
109 H -9.251 2.801 3.917  N28 1.010
110 H -9.937 0.911 -5.401  O6 0.960
111 H 1.130 0.614 6.661  C32 1.090
112 H 5.102 -3.007 12.300  C48 1.090
113 H 8.333 3.417 2.792  C61 1.090
114 H 0.432 -0.051 -8.542  C58 1.090
115 H -2.810 -4.485 -6.388  C43 1.090
116 H 7.235 -3.691 -3.134  C46 1.090
117 H 2.091 -0.347 5.633  C32 1.090
118 H 0.189 -5.880 4.469  C53 1.090
119 H -10.610 3.339 1.380  C47 1.090
120 H -6.398 -4.394 -5.845  O23 0.960
121 H -3.784 5.686 -1.088  C62 1.090
122 H 5.378 4.138 -2.886  C57 1.090
123 H 9.071 2.497 -5.626  C66 1.090
124 H 4.601 5.992 -1.640  C51 1.090
125 H 3.063 6.135 -2.532  C51 1.090
126 H 1.523 -8.420 -4.070  C44 1.090
127 H 0.753 -2.710 -8.559  C63 1.090
128 H 5.393 2.340 0.754  O26 0.960
129 H -9.188 0.469 3.068  C33 1.090
130 H 0.848 -6.738 6.628  C64 1.090
131 H -5.909 -5.894 2.380  C54 1.090
132 H 2.598 -7.027 -5.282  O9 0.960
133 H -4.725 -5.863 -5.448  C71 1.090
134 H 4.137 -4.410 11.786  C48 1.090
135 H 4.102 -3.151 9.396  C37 1.090
136 H -8.892 1.624 -3.470  C68 1.090
137 H -1.174 -2.011 -1.523  C56 1.090
138 H 11.002 4.561 -6.567  C31 1.090
139 H -0.213 -4.496 5.472  C53 1.090
140 H -7.125 0.735 1.969  C40 1.090
141 H 7.609 0.872 -3.308  C72 1.090
142 H 0.179 -1.308 -10.414  O3 0.960
143 H 7.807 3.457 1.072  C61 1.090
144 H -5.135 2.106 4.664  C39 1.090
145 H 4.994 5.469 -3.960  C57 1.090
146 H -10.136 4.997 4.003  C65 1.090
147 H 0.857 5.492 -5.719  O1 0.960
148 H 2.304 1.955 9.882  C45 1.090
149 H 8.013 0.489 -4.929  C72 1.090
150 H 2.132 -1.683 9.063  C70 1.090
151 H -0.821 -7.413 8.890  C59 1.090
152 H 5.975 3.009 2.659  C60 1.090
153 H -3.778 -3.012 -6.123  C43 1.090
154 H -2.373 -4.162 3.527  C50 1.090
155 H 8.260 -1.781 -4.618  C52 1.090
156 H -0.613 6.639 -7.734  C35 1.090
157 H -2.499 5.910 -5.947  C67 1.090
158 H 4.022 2.073 8.102  C69 1.090
159 H 0.657 -0.016 -0.799  C42 1.090
160 H -10.744 7.340 3.908  C49 1.090
161 H -6.139 -6.964 3.748  C54 1.090
162 H 6.711 -1.350 -3.900  C52 1.090
163 H 1.285 0.778 8.975  C45 1.090
164 H -1.503 -0.833 -2.686  C56 1.090
165 H -6.444 0.746 -4.813  C55 1.090
166 H 3.530 -1.185 8.185  C70 1.090
167 H 3.071 -8.250 -3.472  C44 1.090
168 H -6.624 1.870 -3.422  C55 1.090
169 H -2.787 7.678 -0.183  C36 1.090
170 H 1.759 -6.338 -1.900  C38 1.090
171 H 4.991 -1.864 10.239  C37 1.090
172 H -2.627 5.107 -7.401  C67 1.090
173 H -2.346 3.692 -0.805  O21 0.960
174 H -9.527 1.170 1.500  C33 1.090
175 H 2.442 -0.316 10.682  N29 1.010
176 H -1.593 6.995 -1.212  C36 1.090
177 H 2.198 0.003 -8.949  C58 1.090
178 H -3.789 -5.572 2.057  C34 1.090
179 H -2.267 -5.349 5.571  N27 1.010
180 H -0.375 -8.036 -2.092  O17 0.960
181 H 2.359 4.285 -2.088  O13 0.960
182 H -5.249 -4.043 -7.644  O24 0.960
183 H -4.146 -4.737 -4.259  C71 1.090
184 H -1.414 -5.799 9.444  C59 1.090
185 H 0.284 -6.250 9.398  C59 1.090
186 H 6.667 -2.855 -1.608  C46 1.090

Mulliken atomic charge list, values in e, 6 entries:
1 O -0.505
2 O -0.308
3 O -0.543
4 O -0.295
5 O -0.336
6 O -0.523